The following is a quantum chemistry calculation of the molecule C3H8INS2, from OMol25.

Element x y z (Å)
C1 -0.47812 -2.22297 1.04194
C2 -0.38211 2.48609 -0.30254
C3 -0.23968 -0.18429 -0.76515
N1 3.68549 -0.94170 -0.34434
S1 -0.68966 -1.87792 -0.68416
S2 -1.19703 0.96872 0.24927
I1 2.11666 0.04727 0.15860
H1 0.47491 -1.88333 1.31090
H2 -0.48900 -3.25682 1.22781
H3 -1.32778 -1.75530 1.66533
H4 -0.23662 3.03849 0.55089
H5 -1.18443 2.88522 -0.89156
H6 0.48420 2.27708 -0.88258
H7 0.13941 0.09819 -1.81985
H8 3.67502 -1.70194 0.38297

## Properties
LUMO energy (alpha / beta)   -0.6099 / -0.7187 eV
Energy relative to the best compared isomer or geometry (same formula, charge and spin)   79.75 kcal/mol
Electronic energy   -1267.756547 a.u.
Kohn-Sham gap (alpha / beta)   7.49 / 6.60 eV
2S+1   1